# C22H51BBeN4O2Si2

C22H51BBeN4O2Si2 as an isolated structure in a non-equilibrium geometry (ωB97M-V/def2-TZVPD, the Open Molecules 2025 dataset).

Summary:
Net charge ... 0
LUMO level ... 0.6 eV
Kohn-Sham gap ... 9.18 eV
DFT total energy ... -50532.889 eV
Highest occupied orbital energy ... -0.3144 Eh

Positions of all 83 atoms, in Å:
H: -1.623 -3.854 -0.151
N: 0.199 1.288 1.818
H: -0.615 -1.550 -4.725
H: 1.533 2.367 -3.860
C: -1.143 1.338 1.953
H: 2.568 -1.970 6.299
C: 2.034 -2.277 5.390
C: -2.895 2.399 -2.664
C: 0.882 1.783 -3.202
H: 0.563 -3.888 1.143
C: -1.525 2.644 2.268
O: -0.559 -0.150 -3.187
C: -2.378 1.594 -1.501
Si: 1.487 -0.772 4.383
H: -2.053 0.403 -5.393
H: 2.144 1.613 4.820
H: -2.333 2.161 -3.573
C: 1.237 -3.529 0.354
H: -1.762 0.461 1.834
H: 4.992 1.233 -1.500
H: 4.360 3.364 0.122
H: 2.708 -2.910 4.797
H: 3.275 -0.747 -0.753
H: -4.568 0.873 0.320
H: -2.773 3.466 -2.454
O: -2.604 0.170 -1.680
H: 3.078 0.462 5.802
H: -3.147 0.021 -4.030
H: 1.171 -2.887 5.689
H: 2.024 -3.501 -2.385
C: 3.347 0.267 -0.379
H: 0.745 -0.015 -0.622
C: 3.920 2.376 0.068
H: -2.943 -1.125 -5.369
Si: 0.297 -2.521 -0.930
H: 3.480 0.716 4.089
H: -4.638 0.326 -2.046
H: -1.256 -4.234 -1.849
H: 1.255 -0.106 -4.181
H: 2.051 -2.967 0.822
H: -0.045 0.868 -4.916
H: -3.959 2.210 -2.842
C: -0.112 -0.696 -0.553
C: -0.260 -0.316 4.913
H: 1.460 1.502 -2.319
N: 2.531 0.729 0.598
C: -4.345 -0.163 0.042
H: 2.070 -1.731 -2.514
H: -3.567 -0.560 0.703
C: 1.557 -1.214 2.564
H: -2.170 -2.756 -1.436
H: -1.008 -0.647 4.181
H: 0.056 2.433 -2.893
C: -1.306 -1.071 -4.010
H: -0.869 -0.323 -1.463
N: 2.912 2.031 0.884
H: -3.982 -1.301 -1.773
H: -2.528 2.981 2.453
H: 1.675 -4.406 -0.145
H: -0.370 0.768 5.044
C: -0.347 3.386 2.307
C: 1.399 -2.598 -2.452
H: -2.833 1.907 -0.550
H: 2.573 -1.602 2.348
H: 2.746 2.766 3.059
H: -1.682 -1.853 -3.338
H: 2.350 4.069 1.722
H: 0.825 -2.654 -3.386
H: -5.258 -0.745 0.193
B: 2.209 2.891 1.980
C: -3.948 -0.262 -1.418
H: -1.295 1.693 -1.389
H: -0.488 -0.799 5.875
C: 0.410 0.571 -3.957
H: -0.189 4.437 2.509
C: 2.652 0.641 4.804
H: 0.860 -2.046 2.361
N: 0.685 2.568 2.037
H: -0.676 -0.575 0.380
C: -2.428 -0.393 -4.743
C: -1.350 -3.415 -1.123
Be: 1.282 0.066 1.470
C: 4.229 1.287 -0.747

---

# C22H51BMnN4O2Si2

C22H51BMnN4O2Si2 as an isolated structure in a non-equilibrium geometry (ωB97M-V/def2-TZVPD, the Open Molecules 2025 dataset).

Summary:
Net charge ... 0
Multiplicity ... 6
LUMO level (alpha / beta) ... 0.7 / 0.2 eV
Kohn-Sham gap (alpha / beta) ... 8.29 / 8.68 eV
⟨S²⟩ ... 8.76
DFT total energy ... -81449.680 eV
Highest occupied orbital energy (alpha / beta) ... -0.2798 / -0.3099 Eh

Positions of all 83 atoms, in Å:
H: -0.959 -3.343 1.129
H: 0.576 -4.372 0.616
H: 2.556 -0.772 1.455
H: -3.309 -3.595 0.911
H: 0.210 2.515 -5.707
H: 0.762 1.310 -1.021
H: -0.363 -0.920 6.829
H: -4.810 -0.612 -2.872
H: 0.465 -3.345 -1.626
C: -0.416 2.400 -4.807
H: 1.214 -2.926 5.908
C: -1.492 -2.575 0.532
H: 5.106 -0.692 1.983
C: 4.516 2.624 1.187
H: 3.831 3.453 0.975
H: 2.566 3.142 -4.183
H: 4.507 -0.570 3.649
H: -0.905 1.663 -1.528
C: 1.198 -3.488 0.408
H: -1.823 -0.860 -5.332
H: -3.128 -2.966 -5.008
H: -1.191 -1.865 -3.989
C: -2.753 -3.252 0.034
C: 0.006 1.128 -1.807
N: 0.747 -0.474 3.806
N: 0.064 -0.047 4.925
C: 0.598 -2.698 -0.743
H: -4.148 -1.522 -4.825
H: -3.571 1.480 4.551
C: 1.303 -1.686 4.098
C: -3.234 0.699 -3.568
C: -3.392 1.127 2.334
C: -3.321 -2.090 -4.381
H: 1.285 -1.892 -1.047
C: 4.906 0.004 2.805
N: -1.644 1.321 3.712
H: -2.062 0.725 0.533
C: 0.150 -0.995 5.877
Si: 0.702 1.690 -3.475
O: -0.685 -2.057 -0.556
C: 2.411 0.321 1.284
H: -5.157 1.125 -2.780
H: 5.851 0.465 3.111
H: 4.848 2.206 0.231
H: -3.585 0.658 -4.617
C: 1.921 3.115 -3.293
H: -3.406 -2.592 -0.548
H: -4.397 1.129 1.956
H: -0.270 0.040 -1.780
H: -2.513 -4.156 -0.536
C: 1.626 0.329 -4.407
B: -0.664 1.345 4.945
H: 2.773 1.511 4.599
H: -1.272 1.776 -5.080
O: -2.093 -0.167 -3.388
H: -0.780 3.398 -4.537
H: -1.335 1.373 5.947
H: -3.624 -2.439 -3.385
H: -1.727 -1.705 1.169
H: 0.109 2.261 4.943
C: 0.926 -2.043 5.388
H: 2.144 2.834 3.598
H: 1.383 4.071 -3.245
H: -2.830 1.702 -3.371
C: 3.028 2.210 3.790
N: -1.166 1.115 2.436
C: -4.383 0.369 -2.636
H: 3.830 2.868 4.156
Si: 3.687 1.322 2.250
C: -2.227 0.956 1.584
H: 2.344 0.463 0.191
H: 2.561 3.030 -2.409
H: 1.284 -2.877 1.321
H: 1.003 -0.555 -4.609
H: 2.207 -3.828 0.148
H: 5.393 3.038 1.697
H: 1.955 -2.217 3.423
C: -2.987 1.335 3.658
H: 1.935 0.752 -5.374
Mn: 0.707 0.662 2.172
H: 2.531 0.012 -3.870
H: -4.053 0.378 -1.591
C: -2.048 -1.258 -4.321

---

# C22H51BN4O2Si2Zn

C22H51BN4O2Si2Zn as an isolated structure in a non-equilibrium geometry (ωB97M-V/def2-TZVPD, the Open Molecules 2025 dataset).

Summary:
Net charge ... 0
LUMO level ... -0.3 eV
Kohn-Sham gap ... 4.90 eV
DFT total energy ... -98544.023 eV
Highest occupied orbital energy ... -0.1900 Eh

Positions of all 83 atoms, in Å:
O: 2.323 0.845 -3.897
C: 1.674 -1.555 2.370
C: 1.623 -1.399 -3.111
H: -2.126 -1.933 4.492
O: 2.835 1.036 -1.647
H: -4.905 1.631 4.375
H: 2.706 0.976 -2.875
H: 1.315 2.431 0.511
H: 1.217 1.736 -5.397
C: 1.564 -0.372 -4.197
C: -4.326 1.267 3.516
C: 1.554 -3.692 3.007
H: 3.806 3.086 -4.373
H: 4.512 -0.634 -2.841
H: -4.773 1.931 -0.831
H: -0.376 0.836 3.357
C: 3.686 0.043 -0.957
H: -4.300 0.306 -0.279
H: -3.415 -1.779 3.297
H: -3.068 1.542 6.348
C: 2.821 2.377 -1.053
H: -1.808 -3.867 3.263
H: -1.209 1.731 -3.044
H: -0.675 -0.025 -0.635
H: 5.480 0.603 -1.951
N: -1.705 -2.587 0.539
Si: -2.299 1.601 -0.804
C: 4.847 -0.291 -1.851
H: -2.051 4.093 -1.213
H: 3.485 -2.620 3.114
C: -1.502 3.321 -0.650
H: 1.705 -4.708 3.355
C: -3.039 -1.374 4.249
H: 1.997 -0.548 2.154
H: -1.981 -4.383 -2.207
H: -1.427 3.637 0.402
H: -1.589 0.540 6.341
C: -2.048 1.164 -2.616
H: -0.663 -5.317 2.525
H: 2.026 -0.742 -5.115
H: -4.134 2.120 2.854
H: 2.631 -1.601 -2.751
H: -2.945 1.376 -3.216
N: 0.392 -1.959 2.208
B: -0.972 -4.150 2.453
H: -0.404 1.238 0.540
H: 0.530 -0.078 -4.407
C: -1.841 -4.005 -1.203
H: -1.304 -5.786 0.071
H: -1.544 1.719 2.351
H: -4.181 1.684 0.830
C: -1.505 -4.733 -0.065
H: 3.052 -0.820 -0.735
N: 0.331 -3.283 2.613
C: 2.405 2.440 0.401
Zn: -1.267 -0.782 1.580
C: 2.433 -2.629 2.873
C: 3.131 2.736 -5.162
C: 1.906 2.059 -4.607
H: -3.790 -1.572 5.026
H: 3.680 2.062 -5.828
H: 2.128 2.947 -1.681
H: 2.778 3.395 0.788
H: -4.945 0.540 2.973
C: -2.193 1.245 5.754
H: 1.358 2.700 -3.899
Si: -2.730 0.480 4.127
N: -1.429 -3.869 0.974
H: -1.792 0.103 -2.722
H: 0.992 -1.148 -2.255
C: -1.960 -2.670 -0.788
C: -4.052 1.376 -0.215
H: 3.843 2.765 -1.167
H: 2.829 3.609 -5.750
H: -1.584 2.140 5.562
C: -1.375 0.759 2.876
H: 4.003 0.460 0.007
H: 2.824 1.661 1.044
H: 5.461 -1.069 -1.387
H: -0.476 3.266 -1.061
H: 1.215 -2.330 -3.516
H: -2.207 -1.798 -1.384
C: -1.187 0.498 0.228